# 1
A 2-piece molecular cluster, C25H19BrF3N2O6S overall at a distorted geometry, computed with ωB97M-V/def2-TZVPD.

The geometry in ORCA input format:
```
! RIJCOSX wB97M-V def2-TZVPD def2/J DEFGRID3
* xyz -1 1
C 3.786 3.662 2.250
C 3.763 3.725 0.749
O 3.260 2.378 0.389
C 3.259 2.268 -0.944
O 3.678 3.148 -1.698
N 2.741 1.033 -1.333
C 2.900 0.610 -2.669
C 3.198 1.412 -3.759
C 3.116 0.839 -5.029
C 2.789 -0.527 -5.149
C 2.527 -1.325 -4.021
Br 1.979 -3.121 -4.195
C 2.572 -0.753 -2.745
C 2.211 -1.143 -1.361
N 2.106 -2.486 -0.868
O 2.928 -3.314 -1.309
O 1.234 -2.766 -0.022
C 2.146 -0.011 -0.584
H 4.052 4.632 2.674
H 2.798 3.365 2.626
H 4.528 2.922 2.578
H 3.056 4.475 0.359
H 4.757 3.897 0.308
H 3.477 2.448 -3.573
H 3.280 1.457 -5.919
H 2.701 -0.969 -6.142
H 1.793 0.094 0.432
F -4.692 -6.055 -1.390
C -4.854 -4.843 -2.014
F -4.293 -4.945 -3.258
F -6.205 -4.662 -2.196
C -4.226 -3.737 -1.211
C -3.654 -2.634 -1.854
C -2.969 -1.699 -1.093
C -2.846 -1.822 0.325
C -2.071 -0.871 1.041
S -2.445 -0.656 2.725
C -1.747 0.939 3.221
C -0.371 1.078 3.433
C 0.143 2.294 3.901
C -0.721 3.366 4.151
C -2.095 3.220 3.946
C -2.610 2.003 3.491
O -3.870 -0.503 2.928
O -1.721 -1.587 3.572
C -3.557 -2.906 0.939
C -4.229 -3.851 0.184
H -3.768 -2.503 -2.931
H -2.540 -0.808 -1.546
H -1.631 0.005 0.572
H 0.295 0.239 3.237
H 1.218 2.391 4.076
H -0.328 4.320 4.513
H -2.783 4.048 4.138
H -3.681 1.876 3.344
H -3.611 -2.994 2.025
H -4.774 -4.654 0.686
*
```

## Properties
Energy ... -130526.6523 eV
HOMO energy ... -3.19 eV

# 2
A 2-piece molecular cluster, H4S3 overall at a distorted geometry, computed with ωB97M-V/def2-TZVPD.

The geometry in ORCA input format:
```
! RIJCOSX wB97M-V def2-TZVPD def2/J DEFGRID3
* xyz -1 2
S -3.244 -0.622 -1.561
H -2.749 -1.768 -1.204
H -2.212 -0.053 -0.950
S 1.562 -0.570 1.312
S 2.990 1.382 1.268
H 1.682 -0.623 -0.017
H 1.972 2.254 1.152
*
```

## Properties
Energy relative to the best compared isomer or geometry (same formula, charge and spin) ... 0.0000 eV
Energy ... -32570.7190 eV
HOMO energy (spin up / spin down) ... -1.17 / -3.77 eV

# 3
C28H33N5O2Sr as an isolated structure at a distorted geometry, computed with ωB97M-V/def2-TZVPD.

The geometry in ORCA input format:
```
! RIJCOSX wB97M-V def2-TZVPD def2/J DEFGRID3
* xyz 0 1
Sr -0.639 -0.069 0.189
O 0.555 -2.854 -1.505
C 0.963 -2.027 -0.653
N 1.349 -0.784 -0.810
C 1.397 -0.335 -2.185
C 0.986 1.099 -2.359
C 1.541 1.875 -3.376
C 1.124 3.184 -3.531
C 0.173 3.696 -2.657
C -0.324 2.866 -1.674
N 0.062 1.594 -1.535
C 1.030 -2.536 0.763
C 1.812 -3.660 1.022
C 1.798 -4.203 2.291
C 0.982 -3.623 3.258
C 0.246 -2.507 2.916
N 0.277 -1.958 1.697
H 0.750 -0.965 -2.813
H 2.409 -0.456 -2.587
H 2.295 1.448 -4.024
H 1.540 3.801 -4.317
H -0.170 4.718 -2.736
H -1.060 3.212 -0.955
H 2.397 -4.086 0.219
H 2.398 -5.072 2.528
H 0.918 -4.033 4.256
H -0.392 -2.014 3.641
N -2.032 -1.523 -1.627
C -3.293 -2.156 -1.226
C -3.179 -2.763 0.164
N -2.925 -1.720 1.156
H -2.131 -1.132 -2.557
H -1.293 -2.226 -1.697
H -3.604 -2.945 -1.919
H -4.074 -1.390 -1.212
H -2.340 -3.466 0.178
H -4.098 -3.331 0.360
H -2.835 -2.116 2.084
H -3.691 -1.056 1.187
C 3.224 0.899 3.424
C 3.727 0.045 2.260
C 3.395 0.919 1.056
O 2.226 1.663 1.416
C 1.981 1.543 2.820
H 3.961 1.659 3.691
H 2.989 0.315 4.313
H 3.164 -0.892 2.209
H 4.789 -0.191 2.323
H 3.168 0.332 0.168
H 4.209 1.617 0.831
H 1.104 0.911 2.980
H 1.767 2.532 3.226
C -2.802 1.056 5.761
C -1.730 0.463 5.065
C -1.661 0.569 3.703
C -2.631 1.268 2.939
C -2.494 1.364 1.511
C -3.533 2.034 0.886
C -4.643 2.585 1.569
C -4.747 2.492 2.928
C -3.731 1.829 3.655
C -3.779 1.713 5.066
H -2.845 0.986 6.841
H -0.964 -0.073 5.616
H -0.843 0.112 3.155
H -3.520 2.162 -0.198
H -5.420 3.094 1.005
H -5.595 2.917 3.453
H -4.613 2.161 5.598
*
```

## Properties
Energy relative to the best compared isomer or geometry (same formula, charge and spin) ... 0.6806 eV
Energy ... -41954.1178 eV
HOMO energy ... -6.90 eV

# 4
C16H13BBeN4O5S as an isolated structure, computed with ωB97M-V/def2-TZVPD.

The geometry in ORCA input format:
```
! RIJCOSX wB97M-V def2-TZVPD def2/J DEFGRID3
* xyz -2 1
Be -0.029 1.422 -0.637
N 2.950 -4.823 0.386
C 3.022 -3.476 -0.034
C 4.156 -2.714 0.234
C 4.223 -1.394 -0.188
C 3.166 -0.838 -0.886
C 2.026 -1.590 -1.154
C 1.960 -2.904 -0.730
S 3.185 0.863 -1.386
O 2.769 0.916 -2.762
O 4.491 1.382 -1.054
N 1.989 1.490 -0.509
C 1.980 1.347 0.846
N 3.021 1.186 1.671
C 2.698 1.052 2.956
C 1.401 1.092 3.449
C 0.388 1.251 2.508
N 0.683 1.343 1.229
H 3.498 -4.996 1.217
H 1.998 -5.122 0.543
H 4.978 -3.157 0.788
H 5.079 -0.770 0.034
H 1.180 -1.123 -1.648
H 1.063 -3.485 -0.913
H 3.533 0.916 3.640
H 1.193 0.994 4.506
H -0.668 1.273 2.756
O -1.018 2.520 -0.842
O -2.941 1.446 0.219
B -1.868 1.391 -0.928
O -2.813 1.300 -2.146
C -4.067 1.313 -1.739
C -5.218 1.243 -2.498
C -6.469 1.258 -1.846
C -6.547 1.343 -0.472
C -5.375 1.418 0.312
C -4.146 1.402 -0.317
H -5.149 1.183 -3.578
H -7.378 1.202 -2.436
H -7.517 1.353 0.016
H -5.427 1.492 1.392
*
```

## Properties
Energy relative to the best compared isomer or geometry (same formula, charge and spin) ... 0.2173 eV
Energy ... -44917.4455 eV
HOMO energy (spin up / spin down) ... 1.46 / 1.46 eV

# 5
An isolated ion of composition C6H12BrN2 and charge +1 at a distorted geometry, computed with ωB97M-V/def2-TZVPD.

The geometry in ORCA input format:
```
! RIJCOSX wB97M-V def2-TZVPD def2/J DEFGRID3
* xyz 1 1
C 0.236 0.442 -1.068
C 2.646 0.938 -1.539
C -0.087 0.473 0.454
C -1.109 -0.677 -1.076
C 1.229 0.472 1.237
C -2.141 -0.982 1.271
N 1.620 0.166 -1.397
N -0.963 -0.776 0.390
Br -2.799 0.035 -1.652
H -0.111 1.330 -1.822
H 3.528 0.379 -1.889
H 2.740 2.075 -1.295
H -0.777 1.196 0.742
H -0.704 -1.699 -1.515
H 1.349 1.451 1.530
H 1.984 0.103 0.703
H 1.130 -0.250 2.091
H -2.460 -1.964 0.965
H -2.021 -0.837 2.295
H -2.997 -0.321 1.010
H -0.292 -1.554 0.565
*
```

## Properties
Energy relative to the best compared isomer or geometry (same formula, charge and spin) ... 0.7378 eV
Energy ... -79428.8417 eV
HOMO energy ... -13.05 eV
SMILES string ... C=N[C@@H]1[C@H](C)[N@@H+](C)[C@H]1Br

# 6
A 3-piece molecular cluster, C4H13NO2 overall at a distorted geometry, computed with ωB97M-V/def2-TZVPD.

The geometry in ORCA input format:
```
! RIJCOSX wB97M-V def2-TZVPD def2/J DEFGRID3
* xyz 0 1
C 0.723 -2.038 1.040
C 1.217 -1.527 -0.274
C 2.108 -2.158 -1.042
C 0.639 0.425 -1.844
N 0.662 -0.313 -0.599
H 1.029 -3.064 1.225
H 1.039 -1.373 1.844
H -0.360 -2.014 1.194
H 2.278 -3.210 -1.216
H 2.607 -1.631 -1.823
H -0.370 0.320 -2.226
H 0.928 1.445 -1.602
H 1.336 0.024 -2.564
H 0.051 0.051 0.107
H 1.673 1.157 1.404
H 2.371 2.441 1.224
O 1.475 2.092 1.279
H -6.419 2.509 0.833
H -6.211 3.820 1.488
O -6.777 3.043 1.552
*
```

## Properties
Energy relative to the best compared isomer or geometry (same formula, charge and spin) ... 1.5747 eV
Energy ... -9942.6219 eV
HOMO energy ... -7.64 eV
SMILES string ... C=C(C)NC.O.O